Entry 1:
Computed, not measured: a structure of composition H9Na3O5, with ωB97M-V with the def2-TZVPD basis set.

The geometry in XYZ format:
```
17
Properties=species:S:1:pos:R:3:mulliken_charge:R:1
H 1.26 -1.17 2.70 0.32
O -0.92 0.23 0.08 -1.33
O 0.10 2.87 -0.22 -0.58
O -0.68 -2.51 -1.83 -0.65
O 1.14 -0.22 2.63 -0.58
H -0.17 -2.85 -2.57 0.31
Na -1.15 0.67 2.38 0.92
Na -2.48 1.26 -1.28 0.97
H -0.06 3.20 0.66 0.30
H -0.30 -1.65 -1.66 0.44
H 0.16 -0.03 -1.22 0.35
Na -1.18 -2.09 0.62 0.93
H -0.19 1.96 -0.19 0.34
H -0.06 0.00 0.48 0.29
H 2.02 0.14 2.69 0.32
H 1.61 0.33 -1.45 0.33
O 0.87 -0.14 -1.84 -0.68
```

- total charge = +2
- spin multiplicity = 1

Entry 2:
Computed, not measured: a cluster of 4 separate species, H9O4 in total, with ωB97M-V with the def2-TZVPD basis set.

The geometry in XYZ format:
```
13
Properties=species:S:1:pos:R:3:mulliken_charge:R:1
H -1.84 3.08 1.78 0.33
H 0.86 -1.60 -0.89 0.47
H -0.61 1.06 -0.73 0.34
O -1.18 0.40 -0.33 -0.68
O 1.87 -1.48 -1.94 -0.57
H 2.76 -1.32 -1.87 0.29
H -1.60 2.59 3.23 0.32
O 0.55 -1.60 0.08 -0.40
H 1.21 -1.40 0.79 0.40
O -1.53 2.32 2.30 -0.64
H -1.77 0.68 0.37 0.34
H -0.38 -1.20 0.03 0.49
H 1.64 -1.53 -2.83 0.31
```

- total charge = +1
- spin multiplicity = 1

Entry 3:
Computed, not measured: a cluster of 5 separate species, H9O5 in total, with ωB97M-V with the def2-TZVPD basis set.

The geometry in XYZ format:
```
14
Properties=species:S:1:pos:R:3:lowdin_spin:R:1
H 0.34 -0.41 -0.21 0.01
H 1.03 4.54 -0.51 0.17
O 1.90 4.85 -0.18 0.56
O -0.31 -3.02 -0.41 0.00
H 2.51 4.34 -0.76 0.18
H -0.52 -2.00 -0.09 0.00
H 0.73 -1.30 1.43 0.00
O -0.37 -0.65 0.40 0.03
H -2.77 0.92 -0.61 0.01
H -1.98 -0.27 -0.81 0.00
O 1.26 -1.70 2.20 0.01
H -0.08 -3.00 -1.34 0.00
H 0.89 -2.59 2.21 0.00
O -2.62 0.28 -1.32 0.03
```

- total charge = -2
- spin multiplicity = 2

Entry 4:
Computed, not measured: a cluster of 2 separate species, H9OPSi3 in total, with ωB97M-V with the def2-TZVPD basis set.

The geometry in XYZ format:
```
14
Properties=species:S:1:pos:R:3:mulliken_charge:R:1
H -0.20 -1.42 -1.48 -0.10
Si 0.59 -2.12 -0.29 0.30
H 3.04 0.71 0.30 -0.11
H -0.26 -3.31 0.19 -0.06
O 0.44 -0.26 2.24 -0.63
Si 1.89 1.49 0.13 0.39
H -2.80 1.50 1.07 -0.05
H 1.78 -2.45 -1.02 -0.10
H -2.77 -0.73 -0.15 -0.06
H 1.50 1.70 -1.24 -0.10
H -2.94 1.47 -1.40 -0.05
H 1.93 2.78 0.99 -0.06
Si -2.52 0.73 -0.12 0.36
P 0.32 -0.09 0.76 0.29
```

- total charge = 0
- spin multiplicity = 1

Entry 5:
Computed, not measured: an isolated molecule of HI2PS2, with ωB97M-V with the def2-TZVPD basis set.

The geometry in XYZ format:
```
6
Properties=species:S:1:pos:R:3:mulliken_charge:R:1
S 0.98 -0.64 -0.39 -0.21
I 1.90 -3.29 3.89 0.08
I -1.45 -3.21 1.30 -0.17
S 2.22 -2.38 1.65 -0.08
P 0.54 -1.17 1.61 0.22
H -0.29 -0.88 -0.52 0.16
```

- total charge = 0
- spin multiplicity = 1
- structure (SMILES) = SP(I)SI

Entry 6:
Computed, not measured: the ion HI3OP with charge +1, with ωB97M-V with the def2-TZVPD basis set.

The geometry in XYZ format:
```
6
Properties=species:S:1:pos:R:3:mulliken_charge:R:1
I -1.57 2.62 -0.81 0.24
I 3.50 -1.78 -0.74 0.11
P -0.87 0.82 0.68 0.34
I 1.98 0.11 0.28 0.24
H -1.46 -1.34 0.48 0.41
O -1.59 -0.43 0.10 -0.34
```

- total charge = +1
- spin multiplicity = 1

| no. | molecular weight (g mol⁻¹) | maximum force (eV Å⁻¹) | DFT total energy (a.u.) |
| --- | --- | --- | --- |
| 1 | 158.04 | 1.8 | -868.042796 |
| 2 | 73.07 | 3.1 | -306.074684 |
| 3 | 89.07 | 0.9 | -381.503093 |
| 4 | 140.30 | 3.4 | -1290.302207 |
| 5 | 349.92 | 1.7 | -1733.736229 |
| 6 | 428.69 | 1.4 | -1310.013625 |